No. 1
The following is a DFT calculation (wB97M-V/def2-TZVPD) of a structure of composition CH11CdO8.

```
21
Properties=species:S:1:pos:R:3
Cd 0.20333 -0.13052 0.05900
O -1.90767 -1.02852 -0.54800
O 1.95833 -0.06252 1.68600
O 0.58633 -2.31252 0.52000
O -3.57767 0.20048 -1.39200
O 0.86033 -0.72752 -2.02600
O -0.73867 0.48448 2.00300
O -1.49067 1.02348 -0.87900
O 1.29633 2.16748 -0.30500
C -2.35067 0.05748 -0.84200
H 0.30333 -1.38652 -2.47000
H -0.90267 1.36048 2.31900
H 1.15133 2.41048 -1.23100
H 1.31833 2.99448 0.16800
H 1.41733 -2.81152 0.42300
H 1.76933 -0.94552 -1.83800
H 2.03733 0.89548 1.85600
H 2.71933 -0.17952 1.06700
H -0.80267 -0.13952 2.68600
H -3.81767 1.10348 -1.54700
H -0.03267 -2.97352 0.29100
```

## Properties
* maximum force: 0.0787 Eh/bohr
* energy: -814.1804 Ha
* net charge: +1

Atom charges from the Mulliken analysis, given in e for atoms 1 to 5: 1.461 -0.683 -0.604 -0.520 -0.451

No. 2
The following is a DFT calculation (wB97M-V/def2-TZVPD) of a structure of composition CH11CdO8.

```
21
Properties=species:S:1:pos:R:3
Cd -0.07427 0.17196 -0.07716
O 1.92758 -0.85426 0.27529
O 1.12041 0.53398 -2.06021
O -0.80533 -1.18943 1.49906
O -0.11118 2.48732 -0.24303
O -0.96351 -0.60579 3.61054
O -2.07953 0.40664 -1.04132
O -0.28830 -2.00280 -1.08661
O 0.19293 0.62884 2.11420
C -0.44042 -0.37328 2.38066
H -2.32473 0.94678 -1.82615
H -0.95244 -2.51489 -1.50050
H -0.58782 -0.04993 4.32481
H 0.60886 -2.32059 -1.25059
H -0.34222 3.18975 -0.84084
H 0.71538 2.76650 0.23419
H 0.74482 0.83924 -2.90608
H 1.80036 -1.32484 1.12217
H 1.85443 -0.07084 -2.27012
H -2.84616 -0.13773 -0.82972
H 2.85115 -0.52664 0.37142
```

## Properties
* maximum force: 0.0709 Eh/bohr
* energy: -814.1967 Ha
* net charge: +1

Atom charges from the Mulliken analysis, given in e for atoms 1 to 5: 1.254 -0.543 -0.506 -0.708 -0.495

No. 3
The following is a DFT calculation (wB97M-V/def2-TZVPD) of a cluster of 4 separate species, CH11N2O3 in total.

```
17
Properties=species:S:1:pos:R:3
O 3.53230 0.95898 -0.18478
O 0.57184 -2.60857 0.74206
O -2.70981 1.83010 1.06457
N -0.01162 0.19199 -1.77738
N -0.85641 -0.33733 0.39454
C -0.96082 0.09406 -0.81490
H 3.22190 0.64370 0.66527
H -3.37575 1.21824 1.38064
H -2.74551 2.44157 1.81437
H -1.79485 0.73212 -1.10198
H 0.17116 1.16391 -2.00536
H 0.87545 -3.09611 1.50335
H 4.24573 0.46783 -0.56204
H -0.16513 -1.11427 0.57317
H -1.56963 -0.07618 1.05253
H 0.82961 -0.35652 -1.67934
H 0.94300 -2.95227 -0.07342
```

## Properties
* maximum force: 0.0614 Eh/bohr
* energy: -379.6845 Ha
* net charge: +1

Atom charges from the Mulliken analysis, given in e for atoms 1 to 5: -0.644 -0.632 -0.652 -0.411 -0.140